A molecular structure, C46H54BBrCl2N9O5RbS2, computed with ωB97M-V/def2-TZVPD.

```
! RIJCOSX wB97M-V def2-TZVPD def2/J DEFGRID3
* xyz -2 1
Rb -0.389 -0.298 0.040
O 4.591 0.201 -1.246
C 5.317 0.686 -0.323
C 6.639 0.214 -0.078
C 7.440 0.753 0.894
C 7.005 1.823 1.667
C 5.719 2.301 1.472
C 4.876 1.749 0.526
C 3.461 2.268 0.405
O 2.699 1.706 -0.586
N 2.822 2.079 1.726
N 1.580 2.378 1.958
C 1.151 2.471 3.169
C -0.209 2.718 3.495
Br -1.498 2.303 2.142
C -0.690 3.152 4.687
C 0.076 3.787 5.732
C 1.224 4.542 5.461
C 1.879 5.222 6.465
C 1.421 5.161 7.772
C 0.290 4.411 8.060
C -0.380 3.745 7.056
H 3.302 0.974 -0.994
H 6.984 -0.613 -0.685
H 8.435 0.346 1.058
H 7.651 2.266 2.412
H 5.359 3.133 2.075
H 3.492 3.376 0.247
H 3.462 1.939 2.513
H 1.830 2.320 4.019
H -1.754 3.076 4.867
H 1.569 4.630 4.442
H 2.748 5.818 6.230
H 1.928 5.704 8.556
H -0.074 4.357 9.078
H -1.271 3.176 7.283
C 0.709 1.939 -3.388
C 1.576 0.731 -3.503
C 2.751 0.582 -4.239
C 3.182 -0.704 -3.964
C 4.406 -1.359 -4.505
N 2.291 -1.264 -3.122
N 1.309 -0.396 -2.855
B 2.471 -2.615 -2.397
N 1.168 -3.449 -2.369
N 0.073 -3.098 -1.698
C -0.805 -4.088 -1.795
C -2.155 -4.016 -1.160
C -0.259 -5.120 -2.567
C 1.004 -4.674 -2.909
C 2.015 -5.390 -3.740
N 2.977 -2.420 -0.958
N 2.273 -1.809 -0.003
C 2.994 -1.831 1.105
C 2.526 -1.252 2.399
C 4.210 -2.484 0.869
C 4.161 -2.840 -0.465
C 5.210 -3.554 -1.246
H 1.108 2.746 -4.001
H 0.696 2.260 -2.348
H -0.308 1.715 -3.708
H 3.236 1.309 -4.863
H 4.819 -0.750 -5.309
H 4.192 -2.356 -4.891
H 5.152 -1.443 -3.718
H 3.277 -3.240 -3.004
H -2.069 -3.525 -0.193
H -2.563 -5.015 -1.028
H -2.848 -3.441 -1.780
H -0.718 -6.051 -2.845
H 1.586 -6.320 -4.113
H 2.906 -5.623 -3.158
H 2.322 -4.777 -4.584
H 1.667 -0.609 2.227
H 3.329 -0.678 2.862
H 2.235 -2.045 3.091
H 5.019 -2.642 1.560
H 6.046 -3.797 -0.590
H 5.572 -2.921 -2.054
H 4.823 -4.477 -1.680
O -1.496 -1.030 -3.012
H -0.568 -0.728 -3.056
H -1.387 -1.868 -2.546
Cl -2.169 2.156 -1.426
C -2.238 3.478 -2.607
Cl -3.502 4.655 -2.203
H -2.476 3.077 -3.592
H -1.287 4.009 -2.607
O -1.733 -2.878 4.307
S -0.897 -2.187 3.276
N -1.416 -2.190 1.897
O -3.233 0.145 0.461
S -3.956 -1.057 0.060
C -4.166 -2.124 1.531
C -4.824 -1.529 2.703
C -4.287 -0.393 3.306
C -4.885 0.157 4.421
C -6.014 -0.428 4.972
C -6.546 -1.567 4.394
C -5.958 -2.110 3.266
C -5.779 -0.507 -0.139
C -6.037 0.727 0.632
C -6.837 0.744 1.768
C -6.956 1.896 2.522
C -6.268 3.042 2.161
C -5.491 3.043 1.015
C -5.386 1.898 0.251
H -3.073 -2.336 1.770
H -4.658 -3.027 1.171
H -3.405 0.058 2.884
H -4.460 1.043 4.874
H -6.479 0.000 5.852
H -7.421 -2.038 4.824
H -6.376 -3.002 2.819
H -6.402 -1.347 0.159
H -5.869 -0.332 -1.212
H -7.360 -0.148 2.075
H -7.571 1.892 3.410
H -6.340 3.933 2.769
H -4.956 3.934 0.719
H -4.787 1.901 -0.646
*
```

Calculated values
Lowest unoccupied orbital energy in Eh: 0.129
HOMO energy in Eh: -0.08357